The following is a quantum chemistry calculation of a 2-piece molecular cluster, C13H22N2O2 overall at a distorted geometry, from the Open Molecules 2025 dataset.

For the energy above the lowest of the compared OMol25 structures with the same formula, charge and spin, the calculation gives 1.6121 eV. For the largest force on an atom, the calculation gives 0.036 hartree/bohr. As for the total energy: -20912.843 eV. As for the highest occupied orbital energy: -8.25 eV. The LUMO energy is 0.9470 eV.

XYZ file:
```
39
Properties=species:S:1:pos:R:3:mulliken_charge:R:1
N -4.016 -1.656 0.323 -0.508
C -4.295 -0.538 -0.595 -0.670
C -3.130 -0.321 -1.555 -0.840
C -1.966 0.470 -0.938 -0.785
C -0.719 -0.379 -0.626 -0.326
C -0.147 -0.116 0.763 -0.825
C 0.882 -1.157 1.168 -0.002
C 0.333 -2.562 1.404 -0.479
C 1.457 -3.462 0.828 -0.588
C 1.915 -2.577 -0.310 0.516
O 2.206 -2.890 -1.448 -0.603
O 1.866 -1.288 0.129 -0.302
H -4.868 -2.121 0.581 0.235
H -3.392 -2.324 -0.096 0.176
H -5.190 -0.741 -1.182 0.330
H -4.434 0.354 0.007 0.302
H -2.787 -1.304 -1.874 0.445
H -3.487 0.175 -2.452 0.374
H -2.295 0.962 -0.027 0.479
H -1.692 1.266 -1.625 0.459
H 0.037 -0.227 -1.387 0.285
H -1.008 -1.425 -0.690 0.184
H 0.308 0.871 0.810 0.232
H -0.960 -0.116 1.486 0.391
H 1.391 -0.835 2.075 0.370
H -0.570 -2.792 0.849 0.057
H 0.143 -2.831 2.435 0.465
H 2.206 -3.579 1.600 0.290
H 1.087 -4.395 0.430 0.324
C 2.891 2.466 -0.444 -0.183
C 1.930 3.420 -0.011 -0.265
C 2.613 4.528 0.414 -0.704
N 3.948 4.280 0.252 0.034
C 4.127 3.027 -0.269 -0.735
H 2.695 1.482 -0.838 0.457
H 0.859 3.305 -0.013 0.458
H 2.265 5.465 0.813 0.382
H 4.685 4.919 0.483 0.185
H 5.112 2.645 -0.471 0.386
```


The following is a quantum chemistry calculation of a 5-piece molecular cluster, C9H19Br8NO2 overall, from the Open Molecules 2025 dataset.

For the energy above the lowest of the compared OMol25 structures with the same formula, charge and spin, the calculation gives 0.0000 eV. For the largest force on an atom, the calculation gives 0.011 hartree/bohr. As for the total energy: -575564.259 eV. As for the highest occupied orbital energy: -10.14 eV. The LUMO energy is 0.1502 eV.

XYZ file:
```
39
Properties=species:S:1:pos:R:3:mulliken_charge:R:1
C -18.603 -0.365 -18.198 -0.616
N -19.463 0.403 -17.245 0.889
O -18.917 1.138 -16.458 -0.526
O -20.662 0.228 -17.329 -0.467
H -18.571 -1.385 -17.832 0.144
H -17.618 0.087 -18.182 0.304
H -19.053 -0.279 -19.181 0.278
Br -20.113 -6.918 -20.692 -0.158
C -21.873 -6.812 -19.866 -0.215
C -22.889 -6.706 -20.966 -0.565
Br -24.648 -6.453 -20.136 -0.184
H -21.861 -5.956 -19.206 -0.052
H -21.972 -7.730 -19.298 0.425
H -22.955 -7.619 -21.544 0.406
H -22.725 -5.835 -21.589 0.334
Br -23.679 -1.283 -16.146 -0.068
C -24.345 -0.728 -14.405 -0.540
C -23.175 -0.288 -13.568 -0.571
Br -23.810 0.285 -11.835 -0.144
H -24.834 -1.583 -13.954 0.360
H -25.010 0.104 -14.601 0.367
H -22.619 0.529 -14.022 0.412
H -22.454 -1.080 -13.383 0.206
Br -23.976 -0.360 -21.557 -0.149
C -24.025 -1.872 -20.352 -0.513
C -22.733 -2.033 -19.611 -0.138
Br -21.301 -2.660 -20.762 -0.156
H -24.247 -2.759 -20.942 0.358
H -24.848 -1.701 -19.663 0.361
H -22.787 -2.768 -18.812 -0.126
H -22.406 -1.095 -19.166 0.356
Br -18.662 -2.282 -14.463 -0.143
C -20.347 -2.982 -15.095 -0.293
C -20.113 -3.822 -16.309 -0.238
Br -21.806 -4.591 -16.863 -0.197
H -20.993 -2.139 -15.321 -0.020
H -20.796 -3.569 -14.297 0.429
H -19.425 -4.639 -16.121 0.466
H -19.782 -3.228 -17.156 -0.016
```


The following is a quantum chemistry calculation of C20H36N6Sm as an isolated structure at a distorted geometry, from the Open Molecules 2025 dataset.

The total charge is +3. For the largest force on an atom, the calculation gives 0.031 hartree/bohr. As for the total energy: -48146.847 eV. As for the highest occupied orbital energy (spin up / spin down): -18.30 / -18.31 eV. Its expectation value of S² is 8.759. As for the spin multiplicity: 6. The LUMO energy (spin up / spin down) is -10.2898 / -8.4918 eV.

XYZ file:
```
63
Properties=species:S:1:pos:R:3:mulliken_charge:R:1
Sm 0.147 -0.183 -0.039 1.210
C -1.867 2.046 -2.189 -0.224
C -1.515 0.757 -2.920 -1.000
N -1.321 -0.414 -2.016 -0.119
C -2.597 -1.087 -1.668 -0.683
C -2.352 -2.266 -0.727 -0.998
N -1.685 -1.844 0.508 -0.118
C -2.637 -1.667 1.651 -0.851
C -2.941 -0.217 2.061 -0.493
C -1.769 0.459 2.786 -0.808
N -0.789 1.112 1.887 -0.046
C -1.236 2.473 1.437 -0.552
C -0.095 3.069 0.655 -0.878
N 0.148 2.291 -0.589 0.184
C -0.644 2.826 -1.722 -0.946
H -2.559 1.799 -1.358 -0.009
H -2.433 2.729 -2.847 0.511
H -0.596 0.865 -3.491 0.550
H -2.281 0.521 -3.642 0.395
H -0.805 -1.100 -2.558 0.322
H -3.104 -1.468 -2.555 0.502
H -3.267 -0.373 -1.167 0.340
H -1.737 -2.971 -1.248 0.390
H -3.303 -2.748 -0.538 0.506
H -1.062 -2.624 0.772 0.380
H -2.169 -2.148 2.519 0.369
H -3.545 -2.202 1.401 0.412
H -3.779 -0.327 2.727 0.456
H -3.290 0.376 1.197 0.148
H -1.225 -0.303 3.352 0.353
H -2.131 1.183 3.518 0.491
H 0.031 1.302 2.477 0.273
H -1.527 3.073 2.306 0.597
H -2.101 2.399 0.772 0.271
H 0.818 3.079 1.242 0.271
H -0.339 4.120 0.427 0.473
H 1.107 2.481 -0.880 -0.059
H -0.009 2.882 -2.575 0.443
H -0.991 3.858 -1.482 0.346
C 3.108 0.490 -1.636 -0.281
C 3.356 1.825 -1.964 -0.689
C 3.582 2.744 -0.931 -0.495
C 3.507 2.350 0.399 -0.595
C 3.225 1.035 0.734 -0.237
C 3.018 0.097 -0.274 -0.795
H 2.962 -0.203 -2.457 0.491
H 3.487 2.088 -3.000 0.507
H 3.816 3.766 -1.142 0.475
H 3.649 3.082 1.178 0.489
H 3.159 0.752 1.789 0.513
H 2.903 -0.957 -0.001 0.861
C 2.249 -4.304 -2.230 -1.144
C 1.586 -3.145 -1.630 0.464
N 1.071 -2.248 -1.134 -0.190
H 2.790 -4.905 -1.493 0.326
H 2.970 -3.995 -2.998 0.335
H 1.544 -4.993 -2.719 0.356
C 1.725 -2.819 4.067 -1.101
C 1.285 -2.007 2.904 0.395
N 0.972 -1.366 2.005 -0.132
H 2.765 -2.647 4.276 0.369
H 1.576 -3.883 3.851 0.332
H 1.146 -2.514 4.922 0.335
```


The following is a quantum chemistry calculation of one molecule with the formula C10H18N2OSi at a distorted geometry, from the Open Molecules 2025 dataset.

For the energy above the lowest of the compared OMol25 structures with the same formula, charge and spin, the calculation gives 2.9191 eV. For the largest force on an atom, the calculation gives 0.092 hartree/bohr. As for the total energy: -23562.482 eV. As for the highest occupied orbital energy (spin up / spin down): -8.00 / -8.00 eV. The LUMO energy (spin up / spin down) is -0.7504 / -0.7502 eV.

XYZ file:
```
32
Properties=species:S:1:pos:R:3:mulliken_charge:R:1
C 2.807 -1.415 0.629 -0.533
C 3.033 -1.019 -0.699 -0.107
C 1.460 -1.629 0.833 -0.678
C -2.616 -1.963 -0.065 -0.917
C -2.885 -0.537 0.422 -0.559
C -1.188 -2.365 0.168 -0.220
C -2.323 0.462 -0.627 -0.688
C -0.233 -1.917 -0.865 -0.281
C 2.223 3.205 0.241 -1.414
C 1.586 1.906 0.197 0.134
N 1.976 -1.246 -1.452 -1.004
N 0.997 -1.728 -0.541 0.960
O -0.959 0.683 -0.508 0.041
Si -0.307 1.981 0.176 0.100
H 3.497 -1.114 1.399 0.392
H 4.024 -0.794 -1.011 0.408
H -3.313 -2.532 0.547 0.379
H -2.938 -2.187 -1.065 0.395
H -3.987 -0.555 0.525 0.362
H -2.427 -0.411 1.390 0.320
H -0.841 -1.823 1.109 0.374
H -1.062 -3.494 0.446 0.370
H -2.546 0.119 -1.659 0.356
H -2.771 1.467 -0.555 0.372
H -0.451 -1.859 -1.968 0.429
H 1.924 3.755 1.230 0.274
H 3.283 3.117 0.259 0.392
H 2.052 3.963 -0.538 0.317
H 1.825 1.237 1.002 0.261
H 1.828 1.373 -0.773 0.131
H -0.504 2.060 1.836 -0.176
H -1.163 3.259 -0.084 -0.187
```


Question: Look up the largest force on an atom of the fourth one.
Answer: 0.092 hartree/bohr